(1)
{"formula": "C32H35N5O5", "method": "the ωB97M-V functional and the def2-TZVPD basis", "total_energy_ha": -1890.525699, "lumo_energy_ev": 0.158, "smiles": "COc1cccc(NC(=O)Cn2c(=O)n(CCC(=O)NC3CCN(Cc4ccccc4)CC3)c(=O)c3ccccc32)c1", "homo_energy_ev": -8.2, "homo_lumo_gap_ev": 8.389, "elements": ["C", "H", "O", "C", "C", "C", "C", "C", "C", "H", "H", "H", "N", "C", "O", "C", "N", "C", "O", "N", "C", "O", "C", "C", "C", "C", "C", "C", "H", "H", "H", "H", "C", "C", "C", "O", "N", "H", "C", "C", "C", "N", "C", "C", "H", "H", "H", "H", "C", "C", "C", "C", "C", "C", "C", "H", "H", "H", "H", "H", "H", "H", "H", "H", "H", "H", "H", "H", "H", "H", "H", "H", "H", "H", "H", "H", "H"], "positions_angstrom": [[-0.5728, -5.1864, -1.0426], [-0.3101, -6.0365, -1.6705], [0.5451, -4.9630, -0.2175], [0.4783, -3.9654, 0.7098], [-0.5923, -3.0955, 0.8509], [-0.5512, -2.0851, 1.8106], [0.5475, -1.9591, 2.6493], [1.6074, -2.8404, 2.5069], [1.5884, -3.8299, 1.5463], [2.4134, -4.5133, 1.4233], [2.4659, -2.7437, 3.1542], [0.5722, -1.1878, 3.3991], [-1.6330, -1.1913, 1.8342], [-1.9767, -0.3498, 2.8316], [-1.4670, -0.3048, 3.9307], [-3.1102, 0.6165, 2.4414], [-2.7708, 1.3651, 1.2439], [-3.6069, 1.2144, 0.1598], [-4.6755, 0.6533, 0.2402], [-3.1512, 1.7248, -1.0453], [-1.9655, 2.4122, -1.2347], [-1.5778, 2.6944, -2.3533], [-1.2442, 2.7308, -0.0088], [-0.1038, 3.5328, -0.0773], [0.6373, 3.7859, 1.0534], [0.2366, 3.2346, 2.2653], [-0.8864, 2.4379, 2.3530], [-1.6454, 2.1684, 1.2108], [-1.1598, 2.0247, 3.3084], [0.8112, 3.4282, 3.1582], [1.5221, 4.4003, 1.0018], [0.1705, 3.9366, -1.0398], [-3.9215, 1.3532, -2.2268], [-3.8525, -0.1634, -2.4792], [-2.5857, -0.7518, -1.8779], [-2.6218, -1.4624, -0.8852], [-1.4386, -0.4445, -2.5030], [-1.4313, 0.2767, -3.2095], [-0.1472, -0.8908, -2.0082], [0.4538, 0.1011, -1.0123], [1.8260, -0.3793, -0.5610], [2.6993, -0.5155, -1.7108], [2.1886, -1.5308, -2.6092], [0.8319, -1.0925, -3.1589], [0.4543, -1.8421, -3.8566], [0.9566, -0.1476, -3.6911], [2.8935, -1.6500, -3.4360], [2.0833, -2.5085, -2.1028], [4.0751, -0.7478, -1.3094], [4.6397, 0.4657, -0.6196], [4.3709, 1.7325, -1.1250], [4.8807, 2.8581, -0.5055], [5.6739, 2.7315, 0.6233], [5.9493, 1.4736, 1.1299], [5.4308, 0.3471, 0.5138], [5.6432, -0.6328, 0.9177], [6.5662, 1.3682, 2.0104], [6.0754, 3.6102, 1.1065], [4.6627, 3.8381, -0.9051], [3.7479, 1.8198, -2.0017], [4.6589, -0.9407, -2.2165], [4.1687, -1.6320, -0.6535], [2.2603, 0.3544, 0.1216], [1.7241, -1.3354, -0.0166], [-0.1962, 0.2002, -0.1425], [0.5559, 1.0754, -1.4920], [-0.3228, -1.8414, -1.4930], [-3.8938, -0.3657, -3.5493], [-4.6905, -0.6542, -1.9841], [-3.4892, 1.9167, -3.0555], [-4.9585, 1.6583, -2.0747], [-4.0234, 0.0579, 2.2176], [-3.3041, 1.2888, 3.2815], [-2.2140, -1.2355, 0.9988], [-1.4662, -3.1679, 0.2246], [-1.4630, -5.4306, -0.4549], [-0.7880, -4.3210, -1.6784]], "forces_ev_per_angstrom": [[-0.17, -0.03, -0.13], [-0.06, 0.06, 0.02], [0.22, 0.12, 0.26], [0.13, 0.14, 0.16], [-0.07, -0.25, -0.16], [0.40, -0.12, 0.19], [-0.09, 0.21, 0.11], [-0.06, -0.11, -0.17], [-0.01, -0.15, -0.15], [0.10, -0.09, -0.01], [0.08, 0.01, 0.06], [-0.02, 0.04, 0.04], [-0.13, -0.27, -0.36], [-0.39, 0.33, 0.00], [0.07, -0.01, 0.23], [-0.03, -0.09, 0.28], [-0.27, -0.20, 0.04], [0.01, 0.20, 0.28], [-0.23, -0.13, -0.17], [-0.17, 0.05, -0.19], [0.11, 0.02, -0.02], [0.10, 0.12, -0.01], [0.21, 0.11, 0.35], [-0.22, -0.11, 0.00], [0.06, 0.04, 0.00], [-0.02, -0.01, -0.12], [-0.12, -0.08, 0.06], [0.45, 0.49, -0.38], [-0.05, -0.09, 0.10], [0.04, 0.00, 0.10], [0.09, 0.06, -0.01], [0.04, 0.01, -0.09], [-0.19, 0.05, -0.24], [-0.13, -0.05, 0.23], [-0.22, 0.21, -0.70], [-0.06, -0.33, 0.44], [0.19, -0.04, -0.16], [-0.14, -0.01, 0.00], [0.22, 0.09, 0.12], [0.06, -0.36, 0.08], [-0.25, 0.23, 0.11], [0.13, -0.11, -0.04], [-0.06, 0.14, -0.25], [-0.01, -0.28, 0.21], [-0.05, 0.00, -0.04], [0.02, 0.05, -0.10], [-0.01, -0.06, 0.05], [0.03, 0.00, -0.02], [-0.05, -0.05, -0.11], [0.10, -0.03, 0.06], [0.03, -0.02, 0.00], [0.00, 0.06, -0.04], [0.06, 0.07, 0.10], [0.08, 0.05, 0.09], [-0.05, -0.04, -0.09], [-0.01, -0.11, 0.04], [0.04, 0.00, 0.07], [0.03, 0.07, 0.04], [-0.02, 0.08, -0.04], [-0.09, 0.02, -0.09], [-0.04, -0.08, 0.06], [0.04, 0.04, -0.05], [-0.05, -0.08, 0.04], [0.06, 0.02, 0.02], [-0.07, 0.00, 0.03], [-0.02, 0.08, -0.02], [0.07, 0.10, -0.09], [-0.01, 0.00, -0.02], [0.14, 0.00, -0.09], [-0.14, -0.08, 0.19], [0.13, -0.03, -0.07], [0.16, 0.13, 0.07], [0.09, -0.15, -0.06], [0.03, 0.18, 0.08], [-0.05, -0.03, -0.10], [0.02, 0.03, -0.02], [-0.01, -0.01, 0.04]], "lowdin_charge": [-0.0813, 0.0942, -0.0850, -0.2820, 0.0244, -0.2105, -0.0238, -0.0779, -0.0246, 0.1141, 0.1062, 0.1023, 0.1597, -0.4540, 0.0686, -0.0215, 0.0551, -0.4347, 0.1062, 0.0768, -0.3830, 0.0725, -0.0854, -0.0083, -0.0665, -0.0478, 0.0095, -0.1331, 0.1033, 0.1117, 0.1040, 0.1233, -0.0967, -0.0557, -0.4681, 0.0400, 0.1367, 0.1481, -0.2933, -0.0951, -0.1567, -0.1693, -0.1826, -0.1143, 0.1183, 0.1235, 0.1220, 0.1300, -0.1530, -0.2273, -0.0440, -0.0863, -0.0991, -0.0881, -0.0442, 0.1089, 0.1002, 0.0980, 0.0996, 0.1128, 0.1303, 0.1280, 0.1275, 0.1182, 0.1074, 0.1186, 0.1290, 0.1218, 0.1188, 0.1213, 0.1334, 0.1359, 0.1406, 0.1112, 0.0953, 0.0998, 0.0862]}

---

(2)
{"formula": "C46H41CaN6O3P2S2", "method": "the ωB97M-V functional and the def2-TZVPD basis", "total_charge": 1, "total_energy_ha": -4488.373199, "lumo_energy_ev": -2.122, "de_lowest_kj_mol": 0.0, "homo_energy_ev": -10.2, "homo_lumo_gap_ev": 8.051, "elements": ["Ca", "O", "S", "C", "C", "C", "C", "C", "C", "P", "C", "C", "C", "C", "C", "C", "C", "C", "C", "C", "C", "C", "C", "C", "C", "C", "C", "C", "P", "C", "C", "C", "C", "C", "C", "C", "C", "C", "C", "C", "C", "H", "H", "H", "H", "H", "H", "H", "H", "H", "H", "H", "H", "H", "H", "H", "H", "H", "H", "H", "H", "H", "H", "H", "H", "H", "H", "H", "H", "N", "C", "C", "C", "C", "C", "C", "S", "O", "O", "N", "C", "N", "C", "C", "C", "N", "H", "H", "H", "H", "H", "H", "H", "H", "H", "N", "N", "H", "H", "H", "H"], "positions_angstrom": [[-0.9607, 0.5125, -1.4154], [2.2939, 0.6694, -2.4232], [1.8940, 0.2665, -1.0496], [2.6190, -1.3331, -0.6876], [2.9179, -2.0520, -1.8340], [3.3449, -3.3681, -1.7292], [3.4469, -3.9487, -0.4795], [3.1397, -3.2178, 0.6628], [2.7151, -1.8913, 0.6004], [2.5237, -0.9034, 2.1575], [2.7302, -2.1711, 3.4559], [4.0149, -2.3290, 3.9745], [4.2683, -3.2738, 4.9577], [3.2322, -4.0547, 5.4498], [1.9461, -3.8919, 4.9536], [1.6959, -2.9577, 3.9591], [0.7173, -0.6206, 2.2489], [-0.2222, -1.2986, 1.4777], [-1.5833, -1.0684, 1.6623], [-2.0145, -0.1834, 2.6424], [-1.0827, 0.4927, 3.4192], [0.2721, 0.2915, 3.2073], [2.7388, 1.2968, 0.1368], [4.1016, 1.0942, 0.3242], [4.7697, 1.7979, 1.3055], [4.0591, 2.6792, 2.1111], [2.7156, 2.9209, 1.8776], [2.0287, 2.2623, 0.8579], [0.3420, 2.7387, 0.2841], [0.7563, 4.1857, -0.7629], [1.6938, 4.0230, -1.7867], [1.9473, 5.0571, -2.6741], [1.2647, 6.2621, -2.5612], [0.3300, 6.4291, -1.5521], [0.0753, 5.3978, -0.6554], [-0.6101, 3.4679, 1.6515], [-1.9094, 2.9915, 1.8061], [-2.7573, 3.5213, 2.7697], [-2.3099, 4.5380, 3.5966], [-1.0238, 5.0419, 3.4390], [-0.1867, 4.5220, 2.4667], [2.7959, -1.5809, -2.8001], [3.5830, -3.9282, -2.6232], [3.7693, -4.9768, -0.3779], [3.2477, -3.6939, 1.6269], [4.8227, -1.7072, 3.6049], [5.2706, -3.3925, 5.3477], [3.4258, -4.7843, 6.2251], [1.1354, -4.4950, 5.3414], [0.6903, -2.8457, 3.5731], [0.1005, -2.0249, 0.7451], [-2.3040, -1.6136, 1.0635], [-3.0740, -0.0333, 2.8106], [-1.4109, 1.1858, 4.1828], [0.9975, 0.8335, 3.8047], [4.6188, 0.3581, -0.2791], [5.8274, 1.6401, 1.4670], [4.5611, 3.2018, 2.9147], [2.2060, 3.6379, 2.5016], [2.2244, 3.0859, -1.9093], [2.6823, 4.9190, -3.4566], [1.4642, 7.0667, -3.2564], [-0.2044, 7.3649, -1.4537], [-0.6628, 5.5462, 0.1215], [-2.2682, 2.1911, 1.1686], [-3.7647, 3.1390, 2.8731], [-2.9643, 4.9526, 4.3519], [-0.6799, 5.8553, 4.0640], [0.7813, 4.9792, 2.3145], [-3.9903, -6.8103, -3.8678], [-3.2784, -5.6496, -3.6999], [-2.9293, -4.8651, -4.8094], [-2.2502, -3.6802, -4.6419], [-1.9046, -3.2565, -3.3619], [-2.2414, -4.0209, -2.2538], [-2.9206, -5.2106, -2.4191], [-1.1143, -1.7161, -3.1899], [-0.1602, -1.5245, -4.2415], [-0.5459, -1.6908, -1.8121], [-2.1457, -0.5043, -3.2225], [-3.3107, -0.5765, -2.4789], [-4.3026, -1.3885, -2.8554], [-5.4127, -1.3501, -2.1363], [-5.5818, -0.5035, -1.0453], [-4.5053, 0.2893, -0.7207], [-3.3665, 0.2552, -1.4157], [-4.0266, -7.2160, -4.7864], [-4.0160, -7.4708, -3.1112], [-3.1991, -5.1989, -5.8036], [-1.9773, -3.0781, -5.4984], [-1.9546, -3.6922, -1.2634], [-3.1756, -5.8135, -1.5562], [-6.2089, -2.0173, -2.4488], [-6.5034, -0.4696, -0.4846], [-4.5383, 0.9777, 0.1166], [-1.7790, 3.1912, -2.6852], [-0.7728, 2.2744, -3.1501], [-2.1365, 3.7463, -3.4571], [-1.3225, 3.8363, -2.0492], [-0.0069, 2.7242, -3.6437], [-1.2272, 1.6325, -3.7980]], "forces_ev_per_angstrom": [[0.22, 0.94, 0.64], [-0.06, 0.00, -0.03], [0.09, 0.05, 0.24], [-0.04, 0.02, -0.06], [-0.04, -0.06, 0.01], [0.00, 0.03, -0.02], [0.00, 0.03, 0.04], [0.02, 0.00, 0.01], [-0.01, 0.02, 0.05], [0.01, -0.11, 0.17], [-0.06, -0.06, -0.03], [0.00, 0.00, 0.01], [0.00, 0.00, 0.01], [0.00, 0.00, 0.01], [0.00, 0.01, 0.01], [0.02, -0.05, -0.02], [0.02, -0.03, -0.06], [-0.07, 0.10, -0.11], [-0.04, 0.05, -0.04], [0.01, -0.09, 0.01], [0.04, -0.08, 0.04], [-0.02, -0.04, 0.02], [0.08, 0.05, -0.09], [0.07, 0.13, -0.06], [-0.01, 0.07, -0.04], [0.04, -0.05, -0.03], [-0.03, 0.01, 0.00], [0.05, 0.06, -0.01], [0.01, -0.06, 0.04], [0.03, 0.02, 0.00], [0.01, 0.02, 0.00], [0.00, -0.01, 0.01], [0.00, 0.00, -0.01], [0.00, 0.00, 0.01], [-0.01, -0.01, -0.03], [0.03, 0.06, 0.02], [-0.06, 0.06, -0.02], [0.01, 0.01, -0.03], [0.01, 0.00, 0.00], [-0.01, -0.01, 0.02], [0.00, 0.01, -0.04], [0.00, 0.02, -0.01], [0.00, 0.00, 0.01], [0.00, 0.00, -0.01], [-0.02, -0.01, 0.03], [-0.01, 0.01, -0.01], [0.00, 0.00, 0.00], [0.00, 0.00, 0.00], [0.00, 0.00, 0.00], [0.00, 0.00, 0.01], [0.04, -0.08, -0.12], [-0.02, -0.02, 0.00], [0.00, 0.02, -0.01], [0.00, 0.00, 0.00], [0.00, 0.00, 0.00], [0.00, 0.00, 0.01], [0.00, -0.01, 0.00], [0.00, 0.00, 0.00], [-0.01, 0.00, 0.00], [0.00, 0.00, 0.01], [0.00, 0.00, 0.00], [0.00, 0.00, 0.00], [0.00, 0.00, 0.00], [-0.01, -0.01, 0.00], [0.03, 0.03, -0.01], [-0.01, 0.00, 0.00], [0.00, 0.00, 0.00], [0.00, 0.00, 0.00], [0.01, -0.01, 0.00], [-0.04, -0.02, -0.02], [0.02, 0.02, -0.01], [-0.02, -0.02, 0.01], [0.00, 0.02, 0.01], [-0.04, 0.02, -0.04], [0.02, -0.02, 0.05], [0.00, 0.01, -0.01], [-0.05, -0.22, -0.25], [0.01, -0.01, 0.02], [0.10, -0.26, 0.01], [-0.22, -0.15, -0.05], [-0.11, -0.08, -0.20], [-0.01, 0.00, 0.03], [0.01, 0.01, -0.01], [0.00, 0.03, 0.02], [-0.02, 0.06, -0.01], [-0.04, -0.24, 0.05], [0.01, 0.00, 0.00], [0.02, 0.01, 0.01], [0.01, 0.00, 0.00], [0.00, 0.00, 0.00], [0.00, 0.02, -0.01], [0.00, 0.00, 0.00], [0.01, 0.00, 0.00], [0.00, -0.01, -0.01], [0.00, -0.01, 0.02], [0.09, -0.03, -0.04], [-0.02, -0.25, -0.09], [-0.04, 0.00, 0.02], [0.01, 0.00, -0.01], [0.01, 0.05, 0.06], [0.03, 0.04, -0.06]], "lowdin_charge": [1.2020, -0.4622, 0.8490, -0.3723, -0.0641, -0.0489, -0.0537, -0.0653, -0.3222, 1.1436, -0.3958, -0.1101, -0.0765, -0.0767, -0.0720, -0.0800, -0.3825, -0.1092, -0.0885, -0.0910, -0.0821, -0.0917, -0.4436, -0.0989, -0.0578, -0.0456, -0.0645, -0.3564, 1.0725, -0.3685, -0.0986, -0.0644, -0.0706, -0.0707, -0.1028, -0.3782, -0.1305, -0.0756, -0.0629, -0.0594, -0.1000, 0.1117, 0.1145, 0.1119, 0.0999, 0.1013, 0.1068, 0.1068, 0.1065, 0.1015, 0.0999, 0.1047, 0.1098, 0.1127, 0.1124, 0.1291, 0.1166, 0.1152, 0.0863, 0.0855, 0.1132, 0.1092, 0.1099, 0.1013, 0.0763, 0.1100, 0.1114, 0.1122, 0.1025, 0.1160, -0.3099, -0.0147, -0.0466, -0.3175, -0.0640, -0.0221, 0.5745, -0.2780, -0.4870, -0.2179, -0.4932, 0.1607, -0.0940, -0.0384, -0.1241, 0.0102, 0.0988, 0.0979, 0.1164, 0.1232, 0.1079, 0.1131, 0.1188, 0.1062, 0.1096, -0.0232, -0.1408, 0.0836, 0.0302, 0.0881, 0.0635]}

---

(3)
{"formula": "C5H13NO", "method": "the ωB97M-V functional and the def2-TZVPD basis", "total_energy_ha": -328.232965, "lumo_energy_ev": 0.930, "de_lowest_kj_mol": 225.5, "smiles": "CCC[C@H](N)CO", "homo_energy_ev": -9.2, "homo_lumo_gap_ev": 10.161, "elements": ["C", "O", "C", "C", "C", "C", "N", "H", "H", "H", "H", "H", "H", "H", "H", "H", "H", "H", "H", "H"], "positions_angstrom": [[-0.9909, -1.1617, 0.2250], [-0.6568, -2.1086, -0.7255], [-1.0229, 0.2196, -0.4595], [0.1208, 1.1553, 0.2042], [1.4112, 0.4696, -0.3080], [2.3080, -0.0371, 0.8464], [-2.3337, 0.8119, -0.1752], [-1.9354, -1.3965, 0.8000], [-0.3763, -1.2732, 1.0314], [-1.1575, -2.2247, -1.4889], [-0.6883, 0.0736, -1.5268], [0.0813, 2.2178, -0.2461], [-0.1447, 1.0258, 1.2707], [1.1996, -0.3825, -0.9466], [2.1034, 1.0503, -0.9297], [3.1563, -0.7985, 0.5509], [1.7106, -0.4042, 1.5892], [2.7911, 0.7803, 1.3001], [-2.4900, 1.7856, -0.4427], [-3.0857, 0.1970, -0.5689]], "forces_ev_per_angstrom": [[-3.24, 0.51, -1.79], [2.59, -1.86, 1.77], [0.67, 1.97, 1.24], [-1.12, -0.71, -2.62], [1.76, -0.48, 0.93], [2.01, -0.74, -2.60], [-0.90, -0.88, -0.76], [0.04, 0.38, -1.22], [2.70, 0.04, 1.65], [-1.82, 0.36, -1.52], [-0.89, 0.20, 0.74], [-0.31, -1.50, 1.25], [0.86, 0.80, -0.34], [-0.38, -0.16, 0.06], [-0.65, 0.61, 0.04], [-1.86, 1.36, 0.41], [-1.45, -1.61, 1.95], [0.85, 1.21, 0.50], [0.33, -0.57, -0.22], [0.82, 1.09, 0.52]], "lowdin_charge": [-0.2502, -0.0369, -0.3840, -0.1362, -0.2656, -0.1084, 0.0083, 0.1353, 0.0775, 0.0607, 0.1389, 0.1276, 0.1135, 0.0811, 0.1026, 0.1171, 0.0155, 0.0451, 0.0690, 0.0890]}